[1]
A 4-piece molecular cluster, C27H58FN2O18P4 overall. Source: the Open Molecules 2025 dataset; level of theory: ωB97M-V/def2-TZVPD.

Each line ends with the Löwdin charge.
Atoms and positions in Å:
C 0.95 5.03 0.06  0.02
C 1.88 5.33 -0.88  -0.13
C 2.84 4.36 -1.56  -0.13
C 2.13 3.11 -2.12  -0.18
C 0.77 3.48 -2.56  0.06
N -0.10 2.64 -2.17  0.01
C -1.53 2.85 -2.47  -0.13
C -2.01 2.15 -3.73  -0.17
C -3.50 2.46 -3.89  -0.16
C -4.36 1.76 -2.83  -0.21
N -5.17 2.74 -2.08  0.04
C -5.98 2.19 -1.04  -0.50
C -5.89 0.75 -0.62  0.01
O -6.77 2.93 -0.50  0.09
C 0.48 1.51 -1.45  -0.16
P -0.59 0.82 -0.13  0.46
O -1.81 0.37 -0.81  -0.24
O 0.10 -0.38 0.60  -0.06
O -1.00 1.92 0.95  -0.09
C 2.03 1.76 -1.26  -0.27
C 2.54 1.93 0.18  -0.02
C 4.02 1.63 0.42  -0.50
O 4.33 0.91 1.31  0.17
O 4.99 2.18 -0.34  0.08
C 2.77 0.69 -2.09  -0.08
C 2.56 -0.76 -1.65  -0.36
C 3.58 -1.66 -2.35  -0.01
F 2.74 -0.92 -0.29  0.00
H -0.09 5.30 -0.08  0.07
H 1.18 4.55 1.01  0.07
H 1.99 6.38 -1.16  0.12
H 3.68 4.13 -0.89  0.11
H 3.27 4.90 -2.40  0.13
H 2.70 2.86 -3.03  0.16
H 0.56 4.38 -3.12  0.18
H -1.67 3.92 -2.61  0.14
H -2.15 2.59 -1.62  0.10
H -1.50 2.56 -4.60  0.12
H -1.82 1.08 -3.72  0.12
H -3.85 2.26 -4.90  0.12
H -3.65 3.54 -3.75  0.11
H -5.04 1.03 -3.26  0.13
H -3.68 1.27 -2.14  0.07
H -4.57 3.41 -1.63  0.12
H -6.67 0.16 -1.09  0.09
H -6.05 0.69 0.45  0.10
H -4.93 0.28 -0.82  0.06
H 0.43 0.71 -2.19  0.14
H 0.31 -0.17 1.52  0.10
H -1.90 2.19 0.71  0.10
H 2.33 2.91 0.59  0.11
H 2.02 1.21 0.80  0.11
H 4.66 2.47 -1.20  0.09
H 2.40 0.75 -3.11  0.14
H 3.85 0.86 -2.15  0.12
H 1.57 -1.14 -1.91  0.14
H 4.58 -1.22 -2.34  0.08
H 3.65 -2.56 -1.74  0.10
H 3.26 -1.98 -3.33  0.09
C -2.02 -5.76 5.17  -0.09
O -1.56 -4.46 5.61  -0.25
P -0.08 -3.97 5.10  0.49
O 0.85 -4.34 6.18  -0.23
O -0.49 -2.40 5.08  -0.27
C -1.63 -1.84 5.72  -0.09
O 0.85 -3.86 3.78  -0.22
C 1.04 -2.66 3.05  -0.12
H -3.00 -5.93 5.61  0.09
H -2.11 -5.80 4.09  0.08
H -1.33 -6.54 5.51  0.09
H -1.56 -1.95 6.80  0.10
H -2.55 -2.28 5.34  0.08
H -1.64 -0.77 5.48  0.08
H 1.54 -1.92 3.67  0.10
H 0.10 -2.27 2.66  0.07
H 1.69 -2.89 2.20  0.09
C 7.24 0.38 -0.61  -0.10
O 8.45 0.10 0.11  -0.24
P 9.72 1.12 -0.14  0.48
O 10.52 0.47 -1.20  -0.23
O 10.31 0.93 1.35  -0.26
C 9.97 -0.10 2.26  -0.09
O 10.10 2.68 -0.23  -0.23
C 10.73 3.41 0.83  -0.09
H 6.50 -0.38 -0.35  0.09
H 6.84 1.36 -0.34  0.06
H 7.43 0.34 -1.68  0.09
H 10.26 -1.08 1.87  0.09
H 8.90 -0.09 2.49  0.08
H 10.51 0.09 3.18  0.09
H 11.72 3.00 1.02  0.10
H 10.14 3.40 1.74  0.09
H 10.83 4.44 0.49  0.09
C -5.99 -5.40 0.25  -0.12
O -7.35 -5.06 0.54  -0.28
P -7.96 -3.63 -0.11  0.61
O -7.74 -2.82 1.13  -0.26
O -9.44 -4.25 -0.24  -0.27
C -9.85 -5.55 0.19  -0.09
O -8.38 -2.31 -1.02  -0.27
C -9.66 -2.14 -1.63  -0.11
H -5.76 -6.33 0.76  0.09
H -5.84 -5.54 -0.82  0.08
H -5.31 -4.62 0.61  0.08
H -9.76 -5.65 1.27  0.10
H -9.28 -6.33 -0.31  0.08
H -10.90 -5.66 -0.09  0.09
H -10.43 -2.08 -0.86  0.10
H -9.89 -2.94 -2.33  0.09
H -9.63 -1.20 -2.18  0.09

Results
Gap between HOMO and LUMO   6.539 eV
Total energy   -108640.517 eV
Total charge   +1

[2]
A 2-piece molecular cluster, C27H58FN3O7PS overall. Source: the Open Molecules 2025 dataset; level of theory: ωB97M-V/def2-TZVPD.

Each line ends with the Löwdin charge.
Atoms and positions in Å:
C 5.57 0.80 -0.19  -0.12
C 3.99 0.28 -0.27  -0.24
C 3.02 1.04 0.85  -0.14
C 1.77 0.00 1.26  -0.26
C 2.05 -0.29 2.84  -0.06
N 0.38 0.56 0.94  -0.20
C -0.67 -0.37 1.61  -0.12
C -0.67 -1.90 1.07  -0.14
C -0.68 -3.08 2.19  -0.35
C 0.86 -3.69 2.47  -0.10
C -1.51 -2.77 3.57  -0.09
C 0.13 1.92 1.63  -0.08
C -0.14 3.15 0.59  -0.18
C -0.15 4.55 1.44  -0.16
O 0.95 5.44 0.94  -0.26
C 2.15 5.31 1.80  -0.11
C -1.51 2.80 -0.23  -0.47
N -1.76 4.01 -1.16  0.02
P -3.12 2.71 0.79  0.78
N -3.18 3.69 2.08  -0.32
C -1.16 1.41 -1.10  -0.21
C -0.67 2.04 -2.59  -0.10
O 0.03 1.00 -3.42  -0.23
C 1.37 1.48 -3.81  -0.17
C 2.24 0.25 -4.54  -0.15
O 3.39 0.75 -5.32  -0.21
C 4.65 0.65 -4.57  -0.24
C 5.34 -0.86 -4.61  -0.11
C -2.48 0.50 -1.40  -0.21
F -3.56 1.23 -2.16  -0.10
C -2.22 -0.89 -2.25  -0.17
C -3.65 -1.74 -2.31  -0.12
C 0.17 0.61 -0.57  -0.04
H 5.72 1.74 0.49  0.08
H 5.88 1.01 -1.32  0.07
H 6.24 -0.13 0.14  0.09
H 3.55 0.41 -1.36  0.08
H 4.05 -0.89 -0.10  0.11
H 2.62 2.03 0.36  0.11
H 3.72 1.26 1.79  0.13
H 2.01 -1.00 0.68  0.14
H 3.17 -0.68 2.93  0.13
H 2.00 0.69 3.51  0.10
H 1.38 -1.10 3.34  0.06
H -0.68 -0.24 2.79  0.15
H -1.71 0.11 1.28  0.11
H 0.22 -2.16 0.31  0.12
H -1.66 -2.05 0.42  0.12
H -1.25 -4.00 1.68  0.12
H 1.60 -3.38 1.59  0.08
H 0.88 -4.86 2.51  0.09
H 1.34 -3.28 3.45  0.07
H -2.19 -1.82 3.48  0.08
H -0.69 -2.52 4.40  0.09
H -2.07 -3.73 3.98  0.10
H -0.83 1.88 2.33  0.15
H 1.01 2.25 2.33  0.13
H 0.71 3.30 -0.23  0.16
H 0.03 4.36 2.59  0.14
H -1.13 5.19 1.36  0.12
H 2.20 4.24 2.29  0.08
H 3.08 5.53 1.09  0.11
H 2.15 6.20 2.59  0.12
H -2.67 3.73 -1.64  0.08
H -2.03 4.85 -0.60  0.09
H -3.46 1.39 1.29  0.01
H -4.20 3.12 -0.12  0.05
H -3.38 3.10 2.94  -0.02
H 0.18 2.86 -2.45  0.14
H -1.57 2.40 -3.24  0.15
H 2.05 1.83 -2.90  0.12
H 1.34 2.41 -4.57  0.16
H 1.51 -0.44 -5.14  0.14
H 2.71 -0.37 -3.63  0.12
H 4.59 0.99 -3.44  0.10
H 5.47 1.37 -5.07  0.14
H 5.12 -1.50 -3.65  0.07
H 6.53 -0.75 -4.69  0.09
H 5.02 -1.49 -5.55  0.09
H -3.05 0.11 -0.42  0.12
H -1.45 -1.63 -1.74  0.10
H -1.95 -0.69 -3.40  0.14
H -3.98 -2.15 -1.26  0.07
H -3.56 -2.61 -3.13  0.10
H -4.55 -1.06 -2.70  0.09
H 1.08 1.22 -1.04  0.13
H 0.27 -0.46 -1.09  0.16
C -3.75 -5.54 1.74  -0.18
C -5.17 -6.07 1.90  -0.17
O -5.89 -5.02 2.54  -0.18
S -5.27 -3.59 2.07  0.67
O -6.09 -3.07 1.00  -0.23
O -4.94 -2.82 3.25  -0.24
O -3.89 -4.16 1.42  -0.23
H -3.19 -5.62 2.68  0.12
H -3.20 -6.07 0.95  0.14
H -5.22 -6.99 2.50  0.14
H -5.64 -6.25 0.93  0.14

Results
Gap between HOMO and LUMO   8.983 eV
Total energy   -70562.494 eV
Total charge   +1
ΔE to the lowest compared entry with this formula, charge and spin   943.0 kJ/mol

[3]
A 5-piece molecular cluster, C27H58IN2O14 overall. Source: the Open Molecules 2025 dataset; level of theory: ωB97M-V/def2-TZVPD.

Each line ends with the Löwdin charge.
Atoms and positions in Å:
C 0.02 -5.15 0.23  -0.06
C 1.25 -4.26 0.11  -0.24
O 1.76 -3.86 1.38  -0.14
C 1.44 -2.56 1.80  -0.18
C 0.15 -2.51 2.65  -0.11
O -0.72 -1.43 2.24  -0.12
C -1.90 -1.81 1.63  -0.16
N -2.23 -0.69 0.68  -0.10
C -1.30 -0.62 -0.50  -0.09
C -1.12 0.83 -0.99  -0.15
C -1.54 1.00 -2.46  -0.28
N -1.10 2.24 -3.08  0.01
C -3.70 -0.62 0.28  -0.68
I -4.62 0.89 1.46  1.00
C -4.47 -1.94 0.34  -0.28
C -4.00 -3.02 -0.66  -0.07
H -0.90 -4.59 0.40  0.04
H -0.11 -5.75 -0.68  0.08
H 0.15 -5.84 1.07  0.09
H 2.06 -4.80 -0.39  0.12
H 1.04 -3.36 -0.50  0.11
H 1.33 -1.87 0.94  0.11
H 2.29 -2.20 2.39  0.13
H 0.36 -2.34 3.70  0.13
H -0.37 -3.46 2.56  0.13
H -1.79 -2.73 1.04  0.13
H -2.73 -1.90 2.33  0.13
H -2.03 0.15 1.23  0.09
H -0.36 -1.05 -0.16  0.11
H -1.72 -1.26 -1.28  0.12
H -1.70 1.51 -0.36  0.10
H -0.07 1.12 -0.86  0.11
H -2.63 0.97 -2.53  0.12
H -1.15 0.16 -3.05  0.11
H -0.09 2.34 -3.03  0.08
H -1.49 3.05 -2.60  0.08
H -3.71 -0.24 -0.74  0.08
H -5.51 -1.67 0.11  0.11
H -4.50 -2.33 1.36  0.10
H -4.16 -4.02 -0.25  0.09
H -2.94 -2.94 -0.92  0.05
H -4.55 -2.95 -1.60  0.09
C 1.30 1.37 2.52  -0.03
C 0.01 2.16 2.56  -0.19
O 0.26 3.58 2.55  0.05
C 0.47 4.11 1.35  -0.60
O 0.39 3.51 0.30  0.09
O 0.75 5.39 1.49  0.02
C 0.99 6.11 0.27  -0.02
H 1.94 1.65 3.35  0.10
H 1.06 0.30 2.61  0.06
H 1.83 1.53 1.58  0.06
H -0.54 1.97 3.48  0.10
H -0.64 1.93 1.71  0.09
H 0.17 5.97 -0.42  0.10
H 1.92 5.76 -0.19  0.09
H 1.08 7.15 0.56  0.10
C -1.89 3.62 6.22  -0.05
C -1.44 2.48 7.11  -0.19
O -2.40 1.40 7.11  0.06
C -2.35 0.59 6.08  -0.61
O -1.57 0.64 5.15  0.09
O -3.30 -0.34 6.21  0.02
C -3.31 -1.29 5.14  -0.05
H -2.88 3.97 6.52  0.09
H -1.19 4.45 6.31  0.09
H -1.91 3.32 5.18  0.06
H -1.38 2.79 8.15  0.13
H -0.47 2.09 6.80  0.12
H -2.33 -1.76 5.05  0.09
H -3.54 -0.77 4.21  0.05
H -4.07 -2.03 5.39  0.10
C 8.29 0.70 -0.48  -0.06
C 8.00 1.83 -1.44  -0.20
O 6.59 1.92 -1.74  0.04
C 5.86 2.53 -0.82  -0.61
O 6.25 3.02 0.21  0.13
O 4.58 2.52 -1.22  0.01
C 3.67 3.15 -0.32  -0.04
H 7.91 -0.24 -0.87  0.08
H 9.37 0.60 -0.35  0.08
H 7.85 0.89 0.49  0.08
H 8.47 1.66 -2.41  0.12
H 8.34 2.79 -1.05  0.12
H 4.01 4.16 -0.08  0.10
H 3.60 2.58 0.61  0.09
H 2.71 3.17 -0.82  0.08
C -0.19 -4.21 -8.18  -0.06
C -1.44 -3.99 -7.35  -0.21
O -1.24 -2.96 -6.37  0.03
C -1.33 -1.71 -6.83  -0.62
O -1.61 -1.39 -7.95  0.13
O -1.08 -0.87 -5.82  -0.01
C -1.15 0.52 -6.17  -0.03
H 0.66 -4.43 -7.54  0.08
H -0.34 -5.06 -8.85  0.08
H 0.04 -3.33 -8.78  0.08
H -1.69 -4.87 -6.77  0.12
H -2.29 -3.72 -7.98  0.12
H -2.10 0.76 -6.64  0.10
H -0.33 0.79 -6.84  0.10
H -1.05 1.06 -5.24  0.05

Results
Gap between HOMO and LUMO   9.175 eV
Total energy   -68679.414 eV
Total charge   +1

[4]
C27H58N4O4Si2Ti as an isolated structure. Source: the Open Molecules 2025 dataset; level of theory: ωB97M-V/def2-TZVPD.

Each line ends with the Löwdin charge.
Atoms and positions in Å:
Ti 0.45 0.10 0.07  1.04
C -2.07 0.05 -4.17  -0.03
C -1.89 0.62 -2.76  -0.29
C -3.27 0.74 -2.12  -0.09
C -3.50 1.81 -1.03  -0.49
C -4.94 1.70 -0.55  -0.01
C -3.18 3.22 -1.51  0.00
N -2.56 1.44 0.09  0.07
C -2.67 2.13 1.40  -0.09
C -1.76 1.45 2.43  -0.14
N -1.77 0.00 2.25  -0.13
C -3.14 -0.55 2.44  -0.06
C -3.56 -1.53 1.33  -0.64
O -4.17 -2.53 1.62  0.07
O -3.19 -1.15 0.15  -0.11
C -0.85 -0.78 3.11  -0.33
C 0.54 -0.18 3.21  -0.04
C -0.87 -2.27 2.72  -0.07
C -0.26 -2.82 1.40  -0.50
C 1.23 -3.10 1.55  -0.02
C -0.98 -4.15 1.14  -0.02
N -0.51 -1.88 0.25  -0.06
C -0.22 -2.41 -1.10  -0.16
C -1.00 -1.62 -2.14  -0.13
N -0.81 -0.16 -2.00  -0.14
C 0.46 0.36 -2.54  -0.12
C 0.66 1.78 -1.98  -0.60
O 1.17 2.67 -2.60  0.14
O 0.20 1.89 -0.73  -0.20
H -2.60 0.79 -4.78  0.10
H -2.68 -0.85 -4.15  0.10
H -1.14 -0.17 -4.68  0.08
H -1.48 1.63 -2.86  0.13
H -3.61 -0.23 -1.74  0.11
H -3.95 1.00 -2.93  0.14
H -5.60 1.82 -1.40  0.10
H -5.19 2.48 0.17  0.09
H -5.13 0.72 -0.11  0.10
H -3.77 3.44 -2.40  0.11
H -2.13 3.35 -1.75  0.09
H -3.45 3.96 -0.75  0.09
H -1.61 1.62 -0.28  0.10
H -2.70 0.38 0.23  0.10
H -3.71 2.10 1.70  0.11
H -2.38 3.18 1.28  0.14
H -2.09 1.77 3.43  0.15
H -0.74 1.83 2.29  0.08
H -3.87 0.26 2.44  0.12
H -3.24 -1.04 3.41  0.14
H -1.24 -0.76 4.14  0.15
H 0.99 0.11 2.25  0.01
H 1.23 -0.89 3.66  0.11
H 0.56 0.73 3.81  0.10
H -1.91 -2.60 2.76  0.11
H -0.37 -2.81 3.53  0.14
H 1.37 -3.89 2.29  0.11
H 1.79 -2.23 1.90  0.06
H 1.67 -3.45 0.62  0.08
H -0.98 -4.74 2.06  0.10
H -0.48 -4.76 0.38  0.09
H -2.02 -3.99 0.86  0.10
H -1.52 -1.66 0.26  0.07
H -0.48 -3.46 -1.21  0.13
H 0.86 -2.34 -1.28  0.07
H -2.06 -1.81 -2.00  0.13
H -0.72 -1.97 -3.14  0.14
H 0.50 0.40 -3.63  0.14
H 1.30 -0.28 -2.24  0.07
C 1.88 2.82 1.75  -0.17
Si 3.16 1.64 1.04  0.44
C 4.14 1.00 2.50  -0.16
C 4.17 2.74 -0.07  -0.17
C 2.49 0.09 0.12  -0.43
Si 3.76 -0.53 -1.17  0.43
C 3.97 0.57 -2.68  -0.15
C 5.41 -0.78 -0.34  -0.17
C 3.28 -2.22 -1.84  -0.17
H 2.44 3.59 2.28  0.05
H 1.20 2.39 2.48  0.00
H 1.29 3.31 0.97  0.03
H 4.72 1.80 2.97  0.05
H 4.84 0.20 2.23  0.02
H 3.47 0.60 3.27  0.03
H 4.44 3.63 0.50  0.05
H 3.58 3.08 -0.93  0.04
H 5.09 2.30 -0.44  0.03
H 2.55 -0.73 0.86  0.00
H 4.49 1.50 -2.45  0.03
H 3.06 0.83 -3.20  0.02
H 4.60 0.01 -3.38  0.05
H 5.84 0.14 0.07  0.02
H 6.12 -1.17 -1.08  0.04
H 5.35 -1.51 0.47  0.04
H 2.48 -2.21 -2.58  0.03
H 3.03 -2.94 -1.06  0.02
H 4.16 -2.62 -2.36  0.05

Results
Gap between HOMO and LUMO (spin up / spin down)   8.693 / 8.965 eV
Total energy   -81959.686 eV
<S²>   0.756
Multiplicity   2
Total charge   +1
ΔE to the lowest compared entry with this formula, charge and spin   0.0 kJ/mol